The following is a DFT calculation (wB97M-V/def2-TZVPD) of 6 unconnected molecules or ions with the total composition C20H27F2NO3 in a non-equilibrium geometry.

Last columns: bonded neighbours and bond lengths (Å).
Geometry (Å):
1 F -4.5532 -6.9016 -0.4098  C2 1.294
2 C -4.2551 -5.6871 -0.0780  F1 1.294, C3 1.423, C7 1.399
3 C -4.6903 -4.6446 -0.9439  C2 1.423, C4 1.368, H8 1.080
4 C -4.4553 -3.3423 -0.5979  C3 1.368, C5 1.373, H9 1.080
5 C -4.0059 -3.0138 0.6570  C4 1.373, C6 1.369, H10 1.080
6 C -3.6115 -4.0023 1.5181  C5 1.369, C7 1.370, H11 1.080
7 C -3.6563 -5.3158 1.1310  C2 1.399, C6 1.370, H12 1.080
8 H -5.1814 -4.9472 -1.8570  C3 1.080
9 H -4.6698 -2.5690 -1.3207  C4 1.080
10 H -3.8505 -1.9894 0.9616  C5 1.080
11 H -3.3476 -3.7668 2.5386  C6 1.080
12 H -3.3765 -6.0457 1.8762  C7 1.080
13 F 3.4534 -1.4538 -4.3144  C14 1.327
14 C 4.4022 -2.0037 -3.5679  F13 1.327, C15 1.409, C19 1.406
15 C 4.4895 -3.4102 -3.5527  C14 1.409, C16 1.406, H20 1.080
16 C 5.5705 -3.9504 -2.8344  C15 1.406, C17 1.413, H21 1.080
17 C 6.5250 -3.1212 -2.2035  C16 1.413, C18 1.388, H22 1.080
18 C 6.4006 -1.7406 -2.2742  C17 1.388, C19 1.377, H23 1.080
19 C 5.2677 -1.1837 -2.8236  C14 1.406, C18 1.377, H24 1.080
20 H 3.7646 -4.0334 -4.0552  C15 1.080
21 H 5.6401 -5.0239 -2.7392  C16 1.080
22 H 7.3031 -3.5330 -1.5778  C17 1.080
23 H 7.1781 -1.0609 -1.9582  C18 1.080
24 H 5.1626 -0.1110 -2.8918  C19 1.080
25 C 2.5139 -1.5978 4.7925  C26 1.410, C30 1.438, H31 1.080
26 C 2.8078 -1.7634 6.1617  C25 1.410, C27 1.394, H32 1.080
27 C 3.0434 -3.0686 6.5900  C26 1.394, N28 1.387, H33 1.080
28 N 3.2194 -4.0728 5.6491  C27 1.387, C29 1.320
29 C 2.9096 -3.9238 4.3746  N28 1.320, C30 1.325, H34 1.080
30 C 2.5698 -2.7310 3.9093  C25 1.438, C29 1.325, H35 1.080
31 H 2.3512 -0.5873 4.4477  C25 1.080
32 H 2.8128 -0.8524 6.7418  C26 1.080
33 H 3.2224 -3.2234 7.6437  C27 1.080
34 H 2.9265 -4.7118 3.6363  C29 1.080
35 H 2.1904 -2.6443 2.9019  C30 1.080
36 C 0.1071 10.9476 1.9344  O37 1.363, H38 1.090, H39 1.090, H40 1.090
37 O -0.1439 9.8784 1.1275  C36 1.363, H41 0.960
38 H 1.0973 11.3768 1.7812  C36 1.090
39 H -0.6672 11.7134 1.8887  C36 1.090
40 H 0.1989 10.6887 2.9892  C36 1.090
41 H -0.2613 10.1496 0.2141  O37 0.960
42 C -7.7495 3.9104 -5.2136  O43 1.439, H44 1.090, H45 1.090, H46 1.090
43 O -6.9196 3.9889 -4.0409  C42 1.439, H47 0.960
44 H -8.0414 4.9079 -5.5422  C42 1.090
45 H -7.1853 3.3475 -5.9571  C42 1.090
46 H -8.6740 3.3459 -5.0927  C42 1.090
47 H -7.2648 4.7668 -3.5968  O43 0.960
48 C -0.0970 3.5684 -1.2616  O49 1.390, H50 1.090, H51 1.090, H52 1.090
49 O 0.3752 4.1248 -0.0787  C48 1.390, H53 0.960
50 H 0.1040 4.2250 -2.1082  C48 1.090
51 H 0.2078 2.5399 -1.4549  C48 1.090
52 H -1.1829 3.5390 -1.1716  C48 1.090
53 H 0.0256 5.0092 0.0524  O49 0.960

Summary:
* F_max: 0.0959 hartree/bohr
* HOMO level: -9.08 eV
* Kohn-Sham gap: 9.7 eV
* E_tot: -1258.362670 Eh
* 2S+1: 1

***

The following is a DFT calculation (wB97M-V/def2-TZVPD) of C20H27N3O4S in the gas phase in a non-equilibrium geometry.

Last columns: bonded neighbours and bond lengths (Å).
Geometry (Å):
1 C 2.4359 -0.3990 2.2244  C2 1.524, H29 1.086, H30 1.088, H31 1.086
2 C 3.1719 -1.6833 1.8612  C1 1.524, C3 1.524, O4 1.440, H32 1.097
3 C 4.6727 -1.5724 2.1050  C2 1.524, H33 1.087, H34 1.086, H35 1.088
4 O 2.8958 -2.0855 0.5066  C2 1.440, C5 1.324
5 C 3.2156 -1.3051 -0.5140  O4 1.324, O6 1.203, C7 1.519
6 O 3.7581 -0.2327 -0.4535  C5 1.203
7 C 2.8829 -1.9797 -1.8333  C5 1.519, S8 1.814, H36 1.089, H37 1.091
8 S 1.4051 -3.0248 -1.7113  C7 1.814, C9 1.753
9 C 0.3028 -1.8524 -1.0167  S8 1.753, N10 1.315, C20 1.399
10 N 0.7218 -0.6067 -0.9644  C9 1.315, C11 1.334
11 C -0.0399 0.3536 -0.4375  N10 1.334, N12 1.372, C18 1.416
12 N 0.4518 1.6278 -0.5720  C11 1.372, C13 1.450, C17 1.456
13 C 0.5971 2.5541 0.5343  N12 1.450, C14 1.531, H38 1.086, H39 1.100
14 C 0.5327 3.9831 -0.0114  C13 1.531, O15 1.406, H40 1.091, H41 1.101
15 O 1.5479 4.2049 -0.9581  C14 1.406, C16 1.409
16 C 1.4497 3.2856 -2.0213  O15 1.409, C17 1.531, H42 1.091, H43 1.102
17 C 1.5227 1.8359 -1.5362  N12 1.456, C16 1.531, H44 1.089, H45 1.096
18 C -1.3228 0.0611 0.0856  C11 1.416, C19 1.387, C28 1.506
19 C -1.7779 -1.2463 0.0024  C18 1.387, C20 1.405, C23 1.495
20 C -0.9569 -2.2442 -0.5504  C9 1.399, C19 1.405, C21 1.405
21 C -1.3876 -3.5781 -0.6504  C20 1.405, N22 1.148
22 N -1.7476 -4.6658 -0.7247  C21 1.148
23 C -3.1741 -1.5689 0.4299  C19 1.495, C24 1.538, H46 1.091, H47 1.094
24 C -4.0890 -0.3657 0.1468  C23 1.538, C25 1.528, C26 1.533, O27 1.422
25 C -5.4815 -0.6075 0.7272  C24 1.528, H48 1.086, H49 1.086, H50 1.086
26 C -4.1873 -0.0977 -1.3592  C24 1.533, H51 1.088, H52 1.087, H53 1.088
27 O -3.5756 0.7555 0.8544  C24 1.422, C28 1.408
28 C -2.2515 1.1421 0.5710  C18 1.506, O27 1.408, H54 1.097, H55 1.104
29 H 2.8664 0.4401 1.6848  C1 1.086
30 H 1.3818 -0.4841 1.9668  C1 1.088
31 H 2.5246 -0.2193 3.2921  C1 1.086
32 H 2.7624 -2.5201 2.4396  C2 1.097
33 H 5.0877 -0.7487 1.5300  C3 1.087
34 H 4.8559 -1.3954 3.1610  C3 1.086
35 H 5.1692 -2.4944 1.8113  C3 1.088
36 H 2.7492 -1.2251 -2.6066  C7 1.089
37 H 3.6949 -2.6540 -2.1086  C7 1.091
38 H -0.1718 2.4009 1.2853  C13 1.086
39 H 1.5811 2.4072 1.0042  C13 1.100
40 H 0.6938 4.7072 0.7887  C14 1.091
41 H -0.4550 4.1558 -0.4670  C14 1.101
42 H 2.2826 3.5041 -2.6908  C16 1.091
43 H 0.4999 3.4409 -2.5573  C16 1.102
44 H 1.3753 1.1581 -2.3760  C17 1.089
45 H 2.5034 1.6338 -1.0896  C17 1.096
46 H -3.5324 -2.4621 -0.0832  C23 1.091
47 H -3.1886 -1.7670 1.5060  C23 1.094
48 H -5.9210 -1.4995 0.2906  C25 1.086
49 H -6.1195 0.2464 0.5184  C25 1.086
50 H -5.4160 -0.7303 1.8047  C25 1.086
51 H -3.2029 0.0288 -1.8045  C26 1.088
52 H -4.6828 -0.9313 -1.8495  C26 1.087
53 H -4.7661 0.8067 -1.5315  C26 1.088
54 H -1.8983 1.5579 1.5223  C28 1.097
55 H -2.2465 1.9553 -0.1753  C28 1.104

Summary:
* F_max: 0.0230 hartree/bohr
* HOMO level: -8.27 eV
* Kohn-Sham gap: 8.7 eV
* E_tot: -1641.739554 Eh
* 2S+1: 1

***

The following is a DFT calculation (wB97M-V/def2-TZVPD) of C20H27N3O5S in the gas phase in a non-equilibrium geometry.

Last columns: bonded neighbours and bond lengths (Å).
Geometry (Å):
1 C 0.0236 -3.8525 -0.5909  O2 1.416, H30 1.092, H31 1.090, H32 1.091
2 O -0.8560 -3.1120 -1.4176  C1 1.416, C3 1.363
3 C -1.8072 -2.2864 -0.8970  O2 1.363, C4 1.392, C27 1.408
4 C -2.7309 -1.8196 -1.8280  C3 1.392, C5 1.380, H33 1.079
5 C -3.7142 -0.9104 -1.4931  C4 1.380, C6 1.385, H34 1.079
6 C -3.7977 -0.4320 -0.1958  C5 1.385, C7 1.506, C26 1.390
7 C -4.7384 0.6900 0.1561  C6 1.506, C8 1.546, H35 1.092, H36 1.091
8 C -4.2181 2.0106 -0.4558  C7 1.546, N9 1.447, H37 1.091, H38 1.093
9 N -2.7792 2.0898 -0.3249  C8 1.447, C10 1.363, H39 1.009
10 C -2.0031 1.6362 -1.3490  N9 1.363, O11 1.218, C12 1.471
11 O -2.3367 1.6860 -2.5197  C10 1.218
12 C -0.7234 1.0311 -0.9502  C10 1.471, C13 1.380, N25 1.365
13 C -0.0572 0.9018 0.2518  C12 1.380, C14 1.404, H40 1.071
14 C 1.0037 0.0092 0.0335  C13 1.404, S15 1.773, C24 1.378
15 S 2.1163 -0.5787 1.2821  C14 1.773, O16 1.434, O17 1.435, N18 1.655
16 O 2.4638 -1.9300 0.9499  S15 1.434
17 O 1.5118 -0.3034 2.5539  S15 1.435
18 N 3.5095 0.3115 1.2162  S15 1.655, C19 1.442, C23 1.442
19 C 3.4562 1.6694 1.6992  N18 1.442, C20 1.530, H41 1.090, H42 1.096
20 C 3.1975 2.6763 0.5769  C19 1.530, C21 1.527, H43 1.092, H44 1.091
21 C 4.2408 2.4936 -0.5233  C20 1.527, C22 1.527, H45 1.092, H46 1.093
22 C 4.1932 1.0575 -1.0411  C21 1.527, C23 1.531, H47 1.091, H48 1.091
23 C 4.4122 0.0792 0.1158  N18 1.442, C22 1.531, H49 1.090, H50 1.097
24 C 0.9514 -0.3895 -1.2841  C14 1.378, N25 1.344, H51 1.071
25 N -0.0796 0.2487 -1.8649  C12 1.365, C24 1.344, H52 1.010
26 C -2.9054 -0.9219 0.7510  C6 1.390, C27 1.390, H53 1.080
27 C -1.9187 -1.8491 0.4371  C3 1.408, C26 1.390, O28 1.366
28 O -1.0406 -2.3520 1.3547  C27 1.366, C29 1.406
29 C -1.1532 -1.9653 2.7016  O28 1.406, H54 1.096, H55 1.093, H56 1.088
30 H 0.7250 -3.2136 -0.0505  C1 1.092
31 H 0.5715 -4.4963 -1.2796  C1 1.090
32 H -0.5261 -4.4715 0.1200  C1 1.091
33 H -2.6410 -2.1840 -2.8392  C4 1.079
34 H -4.3984 -0.5585 -2.2489  C5 1.079
35 H -4.8016 0.7923 1.2412  C7 1.092
36 H -5.7397 0.4943 -0.2293  C7 1.091
37 H -4.4301 2.0463 -1.5256  C8 1.091
38 H -4.6820 2.8712 0.0322  C8 1.093
39 H -2.4291 1.9156 0.6057  N9 1.009
40 H -0.2683 1.3789 1.1875  C13 1.071
41 H 2.6707 1.6979 2.4545  C19 1.090
42 H 4.4147 1.8952 2.1812  C19 1.096
43 H 2.1994 2.5178 0.1632  C20 1.092
44 H 3.2432 3.6884 0.9816  C20 1.091
45 H 4.0541 3.1936 -1.3398  C21 1.092
46 H 5.2342 2.7024 -0.1191  C21 1.093
47 H 3.2204 0.8728 -1.5001  C22 1.091
48 H 4.9644 0.8987 -1.7963  C22 1.091
49 H 4.2574 -0.9537 -0.1971  C23 1.090
50 H 5.4367 0.1819 0.4929  C23 1.097
51 H 1.5691 -1.0927 -1.8048  C24 1.071
52 H -0.4219 0.1403 -2.8085  N25 1.010
53 H -2.9774 -0.5591 1.7651  C26 1.080
54 H -2.1401 -2.2114 3.1091  C29 1.096
55 H -0.9399 -0.9018 2.8359  C29 1.093
56 H -0.3861 -2.5330 3.2243  C29 1.088

Summary:
* F_max: 0.0216 hartree/bohr
* HOMO level: -7.86 eV
* Kohn-Sham gap: 8.5 eV
* E_tot: -1716.965910 Eh
* 2S+1: 1

***

The following is a DFT calculation (wB97M-V/def2-TZVPD) of C20H27N3O6 in the gas phase.

Last columns: bonded neighbours and bond lengths (Å).
Geometry (Å):
1 C 2.2504 -3.5180 -4.2911  O2 1.410, H30 1.093, H31 1.097, H32 1.088
2 O 1.1197 -4.2485 -4.7118  C1 1.410, C3 1.403
3 C -0.0436 -3.4780 -4.8584  O2 1.403, C4 1.534, H33 1.093, H34 1.099
4 C -0.7110 -3.0956 -3.5307  C3 1.534, O5 1.412, H35 1.098, H36 1.098
5 O -0.0333 -1.9800 -2.9912  C4 1.412, C6 1.354
6 C -0.4765 -1.4513 -1.8264  O5 1.354, C7 1.370, C24 1.431
7 C -1.5567 -1.8914 -1.1086  C6 1.370, C8 1.408, H37 1.077
8 C -1.9312 -1.2511 0.0885  C7 1.408, N9 1.352, C22 1.417
9 N -3.0719 -1.6403 0.7021  C8 1.352, C10 1.302
10 C -3.4299 -0.9468 1.7445  N9 1.302, N11 1.330, H38 1.083
11 N -2.7327 0.0049 2.3593  C10 1.330, C12 1.326
12 C -1.5538 0.3389 1.8518  N11 1.326, N13 1.369, C22 1.429
13 N -0.8060 1.2523 2.5452  C12 1.369, C14 1.449, C21 1.450
14 C 0.5996 1.0159 2.8081  N13 1.449, C15 1.535, H39 1.088, H40 1.093
15 C 0.7957 0.2253 4.1093  C14 1.535, C16 1.529, H41 1.091, H42 1.092
16 C 0.1078 0.9036 5.2941  C15 1.529, C17 1.515, C20 1.535, H43 1.096
17 C 0.8124 2.1836 5.6930  C16 1.515, O18 1.202, O19 1.339
18 O 1.7571 2.6802 5.1396  C17 1.202
19 O 0.2637 2.7251 6.7881  C17 1.339, H44 0.970
20 C -1.3622 1.1825 4.9517  C16 1.535, C21 1.528, H45 1.090, H46 1.090
21 C -1.4521 1.9549 3.6366  N13 1.450, C20 1.528, H47 1.090, H48 1.095
22 C -1.1360 -0.1923 0.5923  C8 1.417, C12 1.429, C23 1.409
23 C -0.0694 0.2920 -0.1908  C22 1.409, C24 1.370, H49 1.078
24 C 0.2627 -0.3128 -1.3740  C6 1.431, C23 1.370, O25 1.362
25 O 1.2860 0.0484 -2.1977  C24 1.362, C26 1.406
26 C 1.8902 1.3098 -2.0522  O25 1.406, C27 1.543, H50 1.098, H51 1.093
27 C 0.9593 2.4718 -2.4555  C26 1.543, O28 1.402, H52 1.103, H53 1.092
28 O 0.2320 2.2427 -3.6315  C27 1.402, C29 1.408
29 C 1.0117 2.0404 -4.7864  O28 1.408, H54 1.088, H55 1.097, H56 1.094
30 H 2.1001 -3.0609 -3.3098  C1 1.093
31 H 2.4925 -2.7274 -5.0114  C1 1.097
32 H 3.0711 -4.2313 -4.2435  C1 1.088
33 H -0.7345 -4.1028 -5.4298  C3 1.093
34 H 0.1676 -2.5575 -5.4207  C3 1.099
35 H -1.7631 -2.8435 -3.7169  C4 1.098
36 H -0.6620 -3.9472 -2.8397  C4 1.098
37 H -2.1761 -2.7075 -1.4402  C7 1.077
38 H -4.3817 -1.1948 2.1988  C10 1.083
39 H 1.0433 0.4457 1.9941  C14 1.088
40 H 1.1054 1.9818 2.8903  C14 1.093
41 H 1.8650 0.1307 4.3026  C15 1.091
42 H 0.3726 -0.7738 3.9845  C15 1.092
43 H 0.1469 0.2504 6.1731  C16 1.096
44 H 0.7306 3.5393 7.0340  O19 0.970
45 H -1.8356 1.7485 5.7536  C20 1.090
46 H -1.8907 0.2364 4.8307  C20 1.090
47 H -2.4971 2.1078 3.3678  C21 1.090
48 H -0.9545 2.9258 3.7351  C21 1.095
49 H 0.4475 1.1802 0.1336  C23 1.078
50 H 2.2537 1.4767 -1.0298  C26 1.098
51 H 2.7548 1.2719 -2.7203  C26 1.093
52 H 1.5756 3.3817 -2.5441  C27 1.103
53 H 0.1953 2.6312 -1.6913  C27 1.092
54 H 0.3184 2.0675 -5.6249  C29 1.088
55 H 1.7578 2.8359 -4.9051  C29 1.097
56 H 1.5152 1.0689 -4.7685  C29 1.094

Summary:
* F_max: 0.0153 hartree/bohr
* HOMO level: -7.93 eV
* Kohn-Sham gap: 8.5 eV
* E_tot: -1394.008962 Eh
* 2S+1: 1